7
Properties=species:S:1:pos:R:3 method="wB97M-V/def2-TZVPD" lumo_energy_ev=-1.387 max_force_ha_per_bohr=0.067 charge=0 relative_energy_ev=5.286 smiles="N=[S@@H](=P)Cl" homo_ev=-8.15 total_energy_ha=-1256.1212 orbital_gap_ev=6.77
N 0.1596 0.8111 1.2802
P 1.4389 -1.4287 -0.0178
H -0.0011 1.8682 1.2473
H 1.0365 -1.5015 -1.3753
S -0.1885 -0.0415 0.0977
Cl -2.2515 -0.6768 -0.2157
H -0.1939 0.9692 -1.0165

---

48
Properties=species:S:1:pos:R:3 method="wB97M-V/def2-TZVPD" lumo_energy_ev=0.278 max_force_ha_per_bohr=0.025 charge=0 relative_energy_ev=2.275 homo_ev=-7.63 total_energy_ha=-1185.8092 orbital_gap_ev=7.91
H 5.8297 0.8754 0.5936
C -2.2475 -4.1526 -0.3106
H 4.6136 -0.3132 2.2841
C 1.5827 0.2875 1.3574
C -3.4112 3.6654 0.5492
H -5.7683 2.0300 -1.2341
N -0.7234 0.3695 0.7852
H 3.2033 -0.7126 -1.6769
H -2.6860 -5.0607 -0.6713
C -4.6290 3.4122 -0.0603
H -4.9388 -3.6774 0.0940
H -5.4215 4.1441 -0.0075
C -0.7954 -2.5547 0.2512
C 0.3685 -1.7761 0.5397
O -2.0394 -2.1154 0.5567
C -2.9122 -3.0756 0.2115
C 4.8017 0.5940 0.3270
C -4.8239 2.2254 -0.7477
H -0.0611 -4.4296 -0.6133
H 3.7882 1.2649 2.1277
H 5.3303 1.3714 -2.3454
C 4.0175 0.3239 1.6249
H 1.2849 -2.3470 0.5138
C -1.5424 0.4721 -0.3042
H 4.6039 2.6409 -0.4147
C -0.8793 -3.8245 -0.2789
O -1.4591 -0.2511 -1.2760
C -2.3925 2.7304 0.4929
H -4.5540 -2.6700 1.5024
H -1.4418 2.9625 0.9520
O 1.4419 1.4231 1.7965
H 3.0839 1.7414 -0.3236
O 4.8715 -0.6004 -0.4495
C 4.3410 1.1120 -1.9669
H 4.7885 -0.9939 -2.4438
H -0.6452 1.1695 1.4058
C -3.8051 1.2946 -0.8162
H -3.9297 0.3705 -1.3608
H -4.6746 -1.9323 -0.0910
C 4.1461 1.6652 -0.5573
N 2.7738 -0.3439 1.3345
H -3.2526 4.5983 1.0700
C 0.3962 -0.4629 0.8555
C -2.5875 1.5297 -0.1832
H 3.5862 1.4553 -2.6697
H 2.8718 -1.2180 0.8435
C 4.2549 -0.3894 -1.7081
C -4.3586 -2.8282 0.4421

---

13
Properties=species:S:1:pos:R:3 method="wB97M-V/def2-TZVPD" lumo_energy_ev=-0.556 max_force_ha_per_bohr=0.144 charge=0 relative_energy_ev=2.052 homo_ev=-9.31 total_energy_ha=-3005.2589 orbital_gap_ev=8.76
H 0.0426 -0.5016 -1.7026
C 0.0743 -2.2140 -0.5916
N 1.0416 2.1468 1.2676
H -0.0899 0.9092 2.1832
Br 1.6952 -2.0352 0.3213
O -1.6263 0.4421 0.1599
C -0.4767 -1.3238 -1.4181
O -0.2045 1.6640 -0.8788
N 1.8206 2.9906 1.2623
C 0.1599 1.2741 1.2734
H -1.3993 -1.4243 -1.7994
N -0.5963 1.0952 0.1162
H -0.4412 -3.0231 -0.1936

---

27
Properties=species:S:1:pos:R:3 method="wB97M-V/def2-TZVPD" lumo_energy_ev=0.499 max_force_ha_per_bohr=0.140 charge=0 relative_energy_ev=3.071 smiles=C[C@H](N)CN(C)C.O.O homo_ev=-8.47 total_energy_ha=-461.1743 orbital_gap_ev=8.97
C -0.0264 -0.0758 0.0847
H 0.0679 -0.1986 -3.5374
H -1.9817 1.7444 3.4000
C -0.4900 -0.6735 -1.3172
H -1.8773 2.9901 -0.5519
H 2.0936 -2.3101 1.3065
C -0.1561 0.2445 -2.5060
N 1.4614 -0.4192 0.3072
H -2.0792 -1.9495 -1.3383
C 2.0550 0.3658 1.4423
H 0.8706 -2.4201 0.0667
O -1.7067 0.7927 3.3529
H 1.4501 0.1256 2.3867
H -0.7843 -0.3123 0.8331
H -1.2366 0.6357 2.5640
C 1.7729 -1.8658 0.3856
N -1.9167 -1.0668 -1.1469
H 2.3212 1.4298 1.2381
H 0.2118 -1.5133 -1.4266
H 3.0091 -0.1558 1.3601
H -0.8212 1.0617 -2.7443
H -2.5154 -0.4360 -1.8036
O -1.9493 2.1328 -0.1433
H -1.1228 2.2730 0.3913
H 0.7639 0.5688 -2.3139
H 2.6411 -1.9270 -0.2669
H -0.0550 0.9589 -0.0229

---

13
Properties=species:S:1:pos:R:3 method="wB97M-V/def2-TZVPD" lumo_energy_ev=1.144 max_force_ha_per_bohr=0.005 charge=0 relative_energy_ev=0.433 smiles=C1CCOC1 homo_ev=-9.72 total_energy_ha=-232.4297 orbital_gap_ev=10.87
H -0.7550 -1.8136 0.4078
C 0.6020 0.9574 -0.6873
H 1.3410 1.2245 -1.4520
H -1.7373 -0.3538 0.5882
H -0.0166 1.8423 -0.4547
C 0.3195 -0.0999 1.2940
C -0.2940 -0.2274 -1.0478
O 1.2882 0.5350 0.4742
C -0.7346 -0.7216 0.3442
H 0.8352 -0.8303 1.9290
H 0.2889 -0.9929 -1.5702
H -0.1465 0.6557 1.9435
H -1.1365 0.0499 -1.6883